{
  "formula": "C50H63ClN12OP",
  "method": "ωB97M-V/def2-TZVPD",
  "lumo_energy_ev": -5.39,
  "spin_multiplicity": 1,
  "total_charge": 1,
  "e_tot_ha": -3476.25233,
  "e_homo_ev": -9.1,
  "e_above_lowest_kj_mol": 882.5,
  "species": ["H", "H", "C", "C", "H", "H", "C", "H", "C", "C", "C", "N", "H", "H", "H", "C", "H", "H", "H", "C", "C", "O", "N", "H", "H", "C", "C", "C", "C", "H", "H", "C", "H", "C", "C", "H", "H", "H", "H", "H", "C", "C", "C", "H", "H", "N", "N", "H", "C", "H", "C", "N", "C", "H", "H", "P", "H", "C", "C", "H", "H", "H", "H", "N", "N", "N", "H", "H", "N", "C", "H", "H", "H", "C", "C", "C", "N", "H", "H", "C", "C", "H", "H", "H", "H", "H", "C", "C", "Cl", "C", "C", "H", "H", "H", "H", "C", "C", "H", "C", "C", "C", "H", "H", "H", "C", "N", "C", "H", "H", "H", "H", "C", "C", "H", "H", "C", "H", "N", "H", "H", "C", "C", "H", "H", "C", "C", "C", "C"],
  "xyz": [[-1.864, -3.118, -3.383], [5.075, 2.482, 12.503], [0.702, -2.523, 9.509], [0.054, -2.618, 8.254], [-1.608, -0.613, 6.737], [-3.276, 1.891, -5.820], [-3.813, -0.319, -1.306], [-2.439, -0.152, 5.086], [-0.965, 7.853, 6.164], [0.340, 2.186, 4.121], [6.127, -4.708, 0.271], [2.057, -2.512, -10.606], [-3.025, 0.956, -3.502], [-0.062, 9.899, 6.282], [-4.401, -4.306, -3.965], [1.092, -4.019, -2.182], [2.121, -0.851, 5.945], [0.752, 2.304, 5.230], [0.920, 5.913, 1.135], [4.266, 1.880, 12.109], [0.848, 0.788, -6.790], [1.239, -0.403, 6.131], [0.447, 7.142, 4.601], [-1.551, 3.987, -6.023], [3.611, 2.979, 10.271], [-3.226, -1.554, -0.940], [0.757, -5.022, -3.064], [0.200, -0.006, -5.870], [0.091, -1.857, -9.802], [-0.752, 0.113, -5.371], [0.213, -1.985, 7.391], [1.182, -2.500, -11.661], [-3.519, 0.666, -0.967], [-1.711, -0.936, 5.616], [-0.827, -3.674, 8.326], [1.283, -5.922, -3.353], [1.945, 8.201, 1.285], [3.905, -5.797, -1.754], [2.227, -0.583, 12.037], [2.000, -3.970, -1.595], [-2.591, 2.299, -5.088], [-4.922, -4.368, -4.911], [1.402, -2.116, -9.469], [-0.964, -5.285, -4.278], [0.761, -1.856, -4.993], [4.651, -5.306, -1.279], [2.766, 0.257, 11.870], [0.435, 4.309, 3.470], [-5.142, -4.752, -7.103], [-5.542, -2.441, -2.960], [-0.913, -3.534, -3.080], [-2.495, 1.751, -3.836], [2.072, 0.153, -7.108], [-1.261, -5.016, 9.912], [-1.512, -4.081, 7.594], [0.076, -0.800, 4.855], [-2.395, -1.704, -0.264], [-3.912, -2.547, -1.604], [5.119, -5.598, -0.024], [-0.308, 4.170, -3.616], [2.894, -1.778, -6.317], [-4.815, -5.030, -8.096], [-2.176, -1.997, 5.447], [1.048, 6.512, 0.331], [-4.267, -4.764, -6.048], [-4.888, -1.953, -2.362], [-7.005, -3.778, -4.561], [-1.349, 2.175, -2.082], [-0.467, -4.721, -3.602], [-0.623, 6.777, 5.376], [-1.047, 5.784, 5.302], [-0.027, -2.164, -1.614], [-0.409, 4.088, 0.991], [-6.232, -4.108, -5.243], [1.602, 7.766, 0.356], [5.354, -4.246, -1.790], [-0.731, -4.222, 9.578], [1.508, -2.778, -12.654], [0.415, -3.798, 11.331], [0.195, -3.523, 10.308], [1.609, 8.254, -0.931], [0.883, 7.319, -2.832], [1.823, 0.935, 10.076], [4.695, -6.411, 0.550], [-0.949, -1.994, -11.780], [4.095, 0.164, 13.542], [2.587, 1.119, 10.820], [-0.048, -2.100, -11.189], [-1.146, -1.404, 1.590], [-1.710, 3.354, -5.160], [-6.372, -4.352, -6.631], [0.232, 5.249, -1.187], [0.913, 6.547, 3.929], [-5.533, 0.057, -2.694], [-1.199, 1.501, -0.001], [0.035, -3.077, -2.191], [0.694, 6.199, -0.956], [6.980, -3.037, -0.951], [2.135, -1.009, -6.372], [3.792, 0.710, 12.659], [1.034, 7.263, -1.762], [-3.290, -5.024, -6.101], [-0.681, -1.527, -9.119], [2.827, 0.506, -7.798], [-0.326, 3.154, 1.692], [0.185, 3.329, 3.137], [-4.838, -0.595, -2.183], [5.138, -3.864, -2.779], [1.987, 9.221, -1.239], [-3.789, -3.621, -1.603], [-1.771, 7.877, 6.887], [-0.074, 8.907, 5.849], [-0.646, 0.329, 2.102], [0.479, 1.725, -7.188], [1.455, -1.803, 9.798], [6.276, -3.852, -0.846], [3.033, -2.772, -10.659], [0.989, -1.100, -5.626], [1.923, -2.054, -8.523], [-7.272, -4.245, -7.222], [-0.069, 0.675, 3.632], [-1.062, 3.449, -3.905], [1.607, 8.921, 4.365], [6.695, -4.678, 1.193], [-0.769, 1.656, 1.098], [0.785, 8.441, 4.879], [-1.569, 2.449, -3.105], [3.503, 2.140, 10.945]],
  "forces_ev_per_a": [[0.1637, -0.0160, 0.0917], [-0.1473, -0.1244, -0.0557], [0.0354, -0.1145, 0.4156], [-0.3435, -0.1918, -0.2908], [-0.4496, -0.9085, -2.0024], [0.1413, 0.0863, 0.1017], [-0.1305, 0.1522, -0.1583], [1.6742, -1.6583, 1.1384], [-0.1238, -0.4564, -0.1064], [-1.6607, -1.9895, -3.9894], [-0.2154, -0.3086, 0.1788], [-0.0595, 0.0152, -0.0264], [0.1299, 0.1711, -0.0280], [0.0109, -0.1904, -0.1017], [-0.0723, -0.0725, -0.1400], [0.2175, -0.3640, -0.1382], [-1.7894, 0.6118, 0.0315], [-0.9520, 0.1623, -2.7812], [0.1487, 0.3873, -0.4020], [0.0876, -0.2459, 0.3165], [-0.2833, 0.0169, 0.1741], [-0.9937, -0.0117, -1.9683], [0.0669, -0.1203, -0.1750], [-0.0327, -0.1208, 0.1567], [-0.0266, -0.1403, 0.1140], [0.0674, -0.5173, -0.0568], [0.0807, -0.0342, 0.0681], [-0.0573, 0.0070, -0.0335], [0.2205, -0.0207, 0.3338], [0.1539, 0.0486, -0.0910], [0.0172, -0.2281, 0.3609], [-0.0757, -0.0397, -0.1286], [-0.1361, -0.0687, -0.0324], [-0.6886, 1.6496, 0.2145], [-0.0011, -0.0280, -0.0005], [-0.0893, 0.1479, 0.0626], [-0.0433, -0.0229, -0.1886], [0.3396, 0.1632, 0.1788], [0.2051, 0.3395, -0.0486], [-0.1200, 0.0045, -0.0912], [0.0837, 0.0402, 0.0313], [-0.0187, -0.0013, 0.0649], [0.0342, -0.1568, 0.0800], [0.2408, 0.2014, 0.2715], [0.0696, 0.2512, -0.1311], [-0.0167, -0.0164, -0.0087], [0.0344, -0.0345, -0.0283], [-0.5211, -1.8498, -0.6695], [-0.1213, -0.0170, -0.0171], [0.1995, 0.1781, 0.1081], [-0.1154, 0.0638, -0.0552], [-0.0582, 0.0184, -0.0459], [0.2691, -0.2095, 0.2161], [0.2001, 0.3036, -0.1150], [0.1344, 0.0595, 0.1096], [0.8839, -0.8729, 0.0007], [-0.4798, -0.0292, -0.5740], [-0.0859, 0.0674, -0.0372], [0.0065, -0.0030, 0.1456], [-0.0947, -0.1200, -0.0737], [-0.0951, 0.1375, -0.0030], [-0.0979, 0.0522, 0.1742], [1.3417, 1.9740, 0.5211], [-0.0602, -0.0901, 0.1904], [0.0276, 0.0499, 0.0316], [0.1288, 0.1717, 0.2193], [0.0587, -0.0956, -0.1013], [0.0147, 0.0286, -0.2003], [0.0547, 0.0453, -0.0264], [-0.2138, -0.0306, 0.2310], [-0.0262, 0.1448, 0.0733], [-0.0099, -0.1219, -0.1254], [0.1991, -1.9017, 1.7443], [0.2840, 0.0550, 0.3308], [0.1487, 0.2766, -0.0172], [0.0366, 0.1442, -0.0354], [0.0099, 0.1058, -0.0344], [-0.0956, 0.0621, 0.1582], [-0.0111, 0.0568, -0.1878], [0.0432, 0.0119, -0.0152], [0.0825, 0.0297, 0.4766], [0.0138, -0.0285, 0.2028], [0.1073, 0.0590, 0.1219], [0.1057, 0.1457, -0.0800], [0.1708, -0.0137, 0.0728], [-0.0359, 0.1336, -0.1514], [-0.0297, 0.0673, -0.0712], [0.1837, -0.1214, -0.3650], [1.3998, 3.7517, 1.5430], [-0.2330, -0.1513, -0.2074], [0.1930, -0.0785, -0.3800], [0.0663, 0.1380, -0.0792], [-0.0851, 0.4776, 0.3064], [0.1037, -0.0799, 0.1163], [1.1472, 0.6359, 2.6867], [-0.3315, 0.1270, -0.1451], [-0.0415, -0.0387, -0.2962], [-0.1185, -0.1526, -0.0109], [0.0885, 0.1463, 0.0873], [0.0500, 0.0678, 0.0410], [-0.2113, -0.4439, 0.0180], [-0.4233, 0.1236, -0.0583], [0.1679, -0.0110, -0.0813], [-0.1389, -0.0764, 0.0986], [-0.1789, -4.0415, 1.4759], [-0.8037, -3.3098, -1.2486], [-0.0883, -0.0193, -0.1861], [0.0654, -0.0425, 0.1712], [-0.0698, -0.1828, 0.0786], [0.0182, 0.1850, 0.0573], [0.1441, -0.0197, -0.1413], [0.3489, 0.0255, -0.3087], [1.0470, 4.4169, 1.1660], [0.0418, -0.1729, 0.0912], [-0.0837, -0.1246, -0.0602], [-0.1408, 0.1101, -0.3784], [-0.4014, 0.1258, 0.0101], [0.0044, -0.0259, 0.0036], [-0.2250, 0.0040, -0.3194], [0.1805, -0.0259, 0.0990], [-0.5401, 3.2626, -1.3395], [0.0474, -0.0789, 0.3845], [-0.1509, -0.0522, 0.1271], [-0.0975, -0.0357, -0.1648], [1.1835, 0.2114, 3.8296], [0.0939, 0.2720, 0.0709], [0.0033, 0.0334, -0.1091], [-0.2811, -0.1420, -0.2571]],
  "mulliken_charge": [0.510, 0.382, -0.709, 0.479, 0.368, 0.358, -0.623, 0.346, -0.592, -0.124, -0.382, -0.019, 0.163, 0.391, 0.242, -0.246, 0.368, 0.410, 0.087, -0.364, -0.416, -0.557, 0.102, 0.486, 0.376, 0.921, -0.516, -0.413, -0.249, 0.449, 0.237, -0.469, 0.637, -0.881, -0.853, 0.361, 0.333, 0.208, 0.207, 0.450, -0.693, -0.248, -0.413, 0.152, 0.162, 0.029, 0.030, 0.154, -0.524, 0.166, -0.840, 0.344, -0.616, 0.193, 0.337, 0.215, -0.228, -1.188, -0.522, 0.430, 0.515, 0.376, 0.271, 0.181, 0.044, 0.220, 0.426, -0.264, 0.103, -0.211, 0.301, 0.555, 0.260, -0.381, -0.336, -0.392, 0.017, 0.375, 0.375, -0.426, -0.669, 0.410, 0.414, 0.363, 0.380, 0.361, -0.339, -0.635, -0.163, -0.673, -0.510, 0.094, 0.129, 0.426, 0.037, -0.538, -0.054, 0.390, -0.717, -0.522, -0.411, 0.174, 0.488, 0.408, -0.032, 0.099, -0.730, 0.406, 0.388, 0.485, 0.379, -0.389, 0.203, 0.432, 0.408, -0.484, 0.199, 0.201, 0.351, 0.395, -0.033, -0.308, 0.362, 0.388, -0.174, -0.469, 0.207, -0.536]
}



{
  "formula": "C30H56N2O9Pb",
  "method": "ωB97M-V/def2-TZVPD",
  "lumo_energy_ev": 0.43,
  "spin_multiplicity": 1,
  "total_charge": 0,
  "e_tot_ha": -2156.04738,
  "e_homo_ev": -5.8,
  "e_above_lowest_kj_mol": 0.0,
  "species": ["C", "C", "H", "C", "H", "H", "O", "H", "C", "H", "C", "H", "H", "H", "H", "H", "H", "C", "C", "H", "H", "H", "C", "O", "C", "C", "N", "H", "H", "C", "H", "C", "H", "H", "H", "H", "O", "H", "C", "H", "Pb", "H", "H", "H", "H", "H", "H", "H", "H", "H", "C", "H", "H", "H", "C", "H", "O", "C", "H", "O", "C", "H", "C", "H", "H", "C", "H", "C", "C", "C", "C", "H", "H", "O", "H", "H", "N", "C", "O", "O", "H", "H", "C", "C", "H", "C", "H", "C", "H", "H", "C", "H", "H", "H", "H", "O", "C", "H"],
  "xyz": [[6.848, 2.499, -2.791], [-1.191, -3.473, -3.637], [0.147, -3.594, 3.798], [-2.858, -3.769, 3.081], [-1.651, -4.450, -3.456], [-3.527, 0.402, 2.817], [2.765, 1.545, -1.616], [-3.616, 5.095, -0.115], [-3.225, -2.291, 3.001], [-3.884, -2.145, 2.139], [1.017, -1.574, -4.712], [-3.731, 3.272, 2.358], [1.287, -3.295, 2.633], [-0.808, -0.207, 4.466], [-2.090, -0.961, -0.638], [7.389, 1.619, -2.450], [2.040, 2.478, 4.601], [2.270, 2.591, 1.354], [2.127, -1.942, -2.457], [-2.235, -3.079, -1.860], [-1.054, -1.921, 4.637], [-4.732, 3.734, 0.189], [-2.124, -1.248, 2.925], [3.629, 3.370, -2.587], [-1.562, -1.114, -2.776], [-2.632, 0.045, 2.302], [-1.058, -1.781, 2.009], [-3.825, 5.771, 2.557], [3.532, 1.207, 3.132], [3.704, 2.245, -1.793], [2.022, -2.198, -1.386], [2.453, 1.017, 2.995], [-3.756, -2.180, 3.955], [-3.107, -2.604, -3.250], [0.073, -1.449, -5.244], [1.480, -0.584, -4.785], [-0.896, 2.147, -0.102], [-2.729, -0.006, 1.215], [-3.700, 4.070, 0.244], [-2.237, -3.848, 3.978], [0.771, -0.007, -0.100], [2.015, 4.140, 2.849], [6.462, 2.338, -3.799], [1.729, 2.919, 0.466], [2.321, -0.021, 3.289], [-2.089, 0.596, -1.456], [2.744, -1.044, -2.399], [-2.454, -1.042, -4.800], [-2.551, -4.200, 0.940], [-2.130, 5.829, 1.849], [5.818, 3.109, -1.832], [-3.725, -4.426, 3.087], [-1.885, 0.837, 2.422], [-1.336, 0.321, -4.485], [-2.104, -2.563, -2.813], [1.670, -2.223, -5.295], [2.338, 1.184, 1.569], [1.559, 3.191, 2.561], [6.293, 3.646, -1.015], [4.944, 2.120, -1.280], [-2.870, 5.261, 2.411], [-2.916, 0.274, -3.863], [-3.204, 3.969, 1.705], [0.375, -3.840, -2.193], [-2.435, 5.064, 3.390], [-1.541, -0.999, 4.307], [0.525, 3.424, 2.307], [0.330, -3.820, 2.742], [0.245, -3.310, -3.133], [-2.047, -0.371, -4.036], [-1.977, -4.122, 1.859], [2.732, -2.837, -2.651], [-1.316, -3.276, -4.705], [-2.831, 3.244, -0.529], [3.311, 2.932, 1.299], [0.768, -3.886, -3.909], [-0.123, -1.012, -2.503], [4.877, 4.036, -2.584], [-1.973, 3.222, 1.498], [0.101, -0.993, 2.022], [5.321, 4.204, -3.565], [-3.398, -0.526, -1.706], [-0.718, -3.198, 1.841], [-2.314, -0.463, -1.592], [0.505, -4.872, 2.532], [-1.797, 2.862, 0.220], [0.644, 1.715, 3.822], [0.818, -1.883, -3.229], [-1.614, -5.091, 2.213], [0.818, -3.152, 0.345], [-0.250, -3.413, 0.373], [-0.755, -2.712, -0.284], [4.741, 5.010, -2.111], [-0.269, -4.461, 0.080], [7.607, 3.270, -2.966], [0.333, 0.325, -2.624], [1.647, 2.115, 3.655], [-2.292, -0.788, 5.079]],
  "forces_ev_per_a": [[0.4484, 0.7398, -0.0968], [-1.1051, 0.6110, 0.8907], [-0.4232, -0.6740, 0.0520], [1.2653, 1.1572, -1.4177], [0.7717, -0.3946, -0.2279], [-0.2352, -0.1297, -0.2216], [0.3581, -0.2465, 0.4174], [-0.0654, 0.0111, -0.0899], [-1.3708, -0.5311, 0.4887], [-0.2328, 0.0549, 0.1859], [0.1946, 1.8140, -0.2109], [-0.7279, 0.3761, -0.2266], [-0.0486, -0.0689, -0.4547], [0.0912, 0.0247, -0.8074], [0.1529, -0.1602, -0.0861], [-0.3023, -0.0624, 0.2674], [0.2154, -0.1388, -0.0399], [0.5595, 0.7042, 0.4301], [0.9448, -0.3363, 1.3530], [0.3183, 0.6176, 0.4314], [0.0287, 0.0524, 0.0417], [0.0618, -0.1428, -0.4391], [1.8941, -0.8372, -0.6006], [0.2559, -0.6983, 0.0522], [-1.8060, 0.4083, 0.6319], [0.6180, 0.7945, 0.1957], [-0.7666, -0.1153, -0.5517], [0.2659, 0.4772, -0.0225], [-0.0862, 0.0484, 0.5224], [-0.0870, 1.1095, -0.7672], [-0.9628, 0.3073, -0.0464], [2.3210, 0.2540, -0.1283], [-0.4804, 0.8487, -0.3877], [0.0033, 0.4826, -0.0153], [-0.0636, -0.3278, 0.0964], [-0.0433, 0.0243, 0.0854], [0.2937, 0.4291, -0.6102], [-0.5636, -0.4249, 0.1144], [-0.4029, 0.4363, 0.8518], [-0.2008, -0.6299, 0.0914], [-0.7367, -0.6014, -0.8321], [0.1193, -0.0806, 0.0584], [-0.4226, -0.3799, 0.2111], [0.1818, -0.7793, -0.3586], [-0.7598, 0.0630, -0.2424], [0.1926, -0.0334, -0.3198], [-0.0524, 0.0686, -0.7483], [0.5210, -0.2033, -0.0975], [0.0966, 0.2230, -0.1170], [-0.3060, 0.2288, -0.1712], [0.4641, -0.3685, -0.3638], [-0.1392, 0.1551, 0.4288], [0.0882, -0.1702, 0.2660], [0.3907, -0.3331, 0.1756], [0.4622, -0.3869, -0.8038], [-0.0769, -0.4823, 0.4455], [-1.2450, -0.0448, -0.1567], [-0.0441, 0.4284, 0.2118], [0.1265, -0.2921, 0.1556], [-0.2801, -0.2827, 0.0662], [-0.3812, -0.4119, 0.0300], [0.0604, -0.0738, 0.5552], [1.4993, -0.9699, -0.2813], [0.0526, 0.4044, 0.2576], [-0.1097, -0.1235, 0.0312], [0.0703, -0.3408, 1.4172], [-0.0258, -0.1675, 0.0772], [1.0220, 1.4334, 0.9693], [-0.3080, -1.4448, -1.9914], [-0.5343, 0.3791, -0.9164], [0.0058, 0.0991, 2.8727], [0.1245, 0.3379, -1.0701], [0.3218, 0.1373, -0.0050], [-0.0415, 0.1748, -0.2636], [-0.0796, 0.2146, -0.1035], [0.6636, -0.1332, 0.5127], [0.8176, 0.4391, 0.2146], [0.2385, 0.6583, 0.1865], [0.5551, 0.6301, 0.0377], [0.3589, 0.6370, -0.5883], [-0.6831, -0.0472, -0.3214], [0.0164, -0.1846, -0.2405], [-1.3427, -1.1603, -1.7469], [0.2176, 0.3036, 0.5618], [-0.1856, -0.0707, 0.1554], [-0.5286, -0.9946, 1.3721], [0.0067, 0.1057, 0.2113], [-0.8147, -1.7912, 0.6145], [0.1607, -0.3724, -1.1141], [-0.0192, 0.0978, -0.2325], [1.6506, 0.8705, 0.9618], [-0.2996, -0.3936, -0.2248], [0.0399, -0.0428, 0.1064], [-0.4461, 0.0163, -0.1413], [0.0542, 0.0129, 0.1962], [-0.3651, -0.3090, 1.0087], [-1.1153, -0.4464, -0.3812], [-0.3250, -0.0664, -0.2869]],
  "mulliken_charge": [-1.485, -0.923, 0.369, -0.922, 0.490, 0.472, -0.328, 0.332, -1.113, 0.406, -1.832, 0.284, 0.260, -0.125, -0.244, 0.329, 0.498, -0.529, -1.990, 0.045, 0.419, 0.299, 1.901, -0.287, 1.948, -1.668, 0.734, 0.426, 0.330, 0.264, 0.202, -0.585, 0.424, 0.533, 0.374, 0.297, -0.249, 0.219, -0.498, 0.390, 2.161, 0.413, 0.361, 0.390, 0.326, 0.521, 0.143, 0.381, 0.439, 0.359, 0.498, 0.414, -0.098, 0.313, -1.160, 0.385, -0.483, -0.141, 0.326, -0.336, -1.500, 0.500, 0.350, 0.276, 0.352, -1.482, -0.298, -1.873, -1.447, -2.068, -1.265, 0.387, 0.330, -0.377, 0.305, 0.575, 1.502, -0.557, -0.157, -0.552, 0.287, 0.662, 1.797, -2.184, 0.446, 0.185, -0.226, 2.050, 0.391, 0.139, -2.285, 0.497, 0.295, 0.547, 0.424, -0.888, -0.243, 0.430]
}